DFT (ωB97M-V/def2-TZVPD) results for a single C6H11N2P molecule.

Its highest occupied orbital energy (spin up / spin down) is -3.97 / -9.57 eV. For the total energy, the calculation gives -685.8352 a.u. The largest force on an atom is 8.97 eV Å⁻¹. As for the energy above the lowest of the compared OMol25 structures with the same formula, charge and spin: 0.000 eV. As for the expectation value of S²: 2.0062. Its spin multiplicity is 3. Its orbital gap (spin up / spin down) is 4.91 / 7.04 eV.

Each atom is followed by the atoms it is bonded to, with distances in Å.
Cartesian coordinates (Å):
1 C 2.71 0.38 0.93  C2 1.320, N7 1.421, H10 1.059
2 C 1.41 0.56 1.09  C1 1.320, N8 1.378, H11 1.060
3 C 1.70 -0.17 -0.90  N7 1.334, N8 1.312, H12 1.004
4 C -1.40 -1.90 -0.22  C5 1.529, H13 1.185, H14 1.086, H15 1.097
5 C -1.47 -0.52 0.43  C4 1.529, C6 1.510, H16 1.069, H17 1.177
6 C -0.62 0.52 -0.26  C5 1.510, N8 1.416, P9 1.895, H18 1.100
7 N 2.93 -0.14 -0.38  C1 1.421, C3 1.334
8 N 0.77 0.29 -0.10  C2 1.378, C3 1.312, C6 1.416
9 P -0.83 2.38 0.04  C6 1.895, H19 1.422, H20 1.366
10 H 3.48 0.53 1.64  C1 1.059
11 H 0.80 0.74 1.94  C2 1.060
12 H 1.47 -0.48 -1.83  C3 1.004
13 H -0.40 -2.12 -0.82  C4 1.185
14 H -2.16 -2.07 -0.98  C4 1.086
15 H -1.40 -2.62 0.62  C4 1.097
16 H -2.46 -0.12 0.40  C5 1.069
17 H -1.16 -0.55 1.57  C5 1.177
18 H -0.86 0.40 -1.33  C6 1.100
19 H -2.10 2.50 -0.59  P9 1.422
20 H -0.43 2.39 -1.26  P9 1.366